# 1
Computed, not measured: C5H8O2 in the gas phase, with wB97M-V/def2-TZVPD.

The spin multiplicity is 1. The energy above the lowest of the compared OMol25 structures with the same formula, charge and spin is 123.4 kJ/mol. As for the SMILES: O=C1CC[C@@H]1CO.

Geometry as XYZ:
```
15
C5H8O2 (wB97M-V/def2-TZVPD)
O 2.26 0.50 -0.17
O -1.33 -2.07 0.56
C -1.60 0.16 -0.59
C -0.61 1.15 0.09
C -1.03 -0.93 0.32
C 0.11 -0.03 0.79
C 1.34 -0.54 0.05
H 1.02 -0.98 -0.91
H 0.28 0.06 1.87
H 2.94 0.16 -0.77
H -2.67 0.34 -0.47
H -1.12 1.80 0.80
H 0.02 1.75 -0.56
H 1.78 -1.36 0.64
H -1.40 -0.02 -1.65
```


# 2
Computed, not measured: C5H8O2 in the gas phase, with wB97M-V/def2-TZVPD.

The spin multiplicity is 1. The energy above the lowest of the compared OMol25 structures with the same formula, charge and spin is 321.9 kJ/mol. As for the SMILES: C#C[C@](C)(O)CO.

Geometry as XYZ:
```
15
C5H8O2 (wB97M-V/def2-TZVPD)
O 0.66 1.27 -1.15
O 0.29 -2.13 -0.02
C 0.83 -0.98 -0.74
C 0.26 0.35 -0.19
C -1.42 0.25 -0.11
C 0.69 0.64 1.22
C -2.59 0.39 0.11
H -3.61 0.61 -0.11
H 0.99 -1.11 -1.84
H 1.87 -1.07 -0.43
H 1.77 0.63 1.15
H 0.24 1.55 1.55
H 0.29 2.15 -0.99
H 0.34 -0.16 1.85
H -0.61 -2.39 -0.31
```


# 3
Computed, not measured: C5H8O2 in the gas phase, with wB97M-V/def2-TZVPD.

The spin multiplicity is 1. The energy above the lowest of the compared OMol25 structures with the same formula, charge and spin is 296.2 kJ/mol. As for the SMILES: C#CCOCCO.

Geometry as XYZ:
```
15
C5H8O2 (wB97M-V/def2-TZVPD)
O -1.18 -1.69 -0.28
O 1.31 0.06 0.47
C 0.84 -0.34 -0.82
C -0.78 0.90 1.27
C -1.93 0.57 1.25
C 0.66 1.15 1.07
C 0.15 -1.70 -0.76
H 0.77 2.07 0.47
H 0.18 0.42 -1.25
H 1.17 1.32 2.02
H 1.73 -0.43 -1.46
H 0.78 -2.36 -0.15
H 0.09 -2.11 -1.77
H -1.15 -1.32 0.62
H -2.94 0.24 1.15
```


# 4
Computed, not measured: C5H8O2 in the gas phase, with wB97M-V/def2-TZVPD.

The spin multiplicity is 1. The energy above the lowest of the compared OMol25 structures with the same formula, charge and spin is 287.1 kJ/mol. As for the SMILES: OCCC1(O)C=C1.

Geometry as XYZ:
```
15
C5H8O2 (wB97M-V/def2-TZVPD)
O 1.63 1.60 0.20
O -2.12 -0.63 0.16
C 0.13 0.54 -1.50
C 1.01 -0.39 -1.21
C -0.04 0.18 1.13
C -0.96 -1.00 0.87
C 0.71 0.59 -0.13
H 2.00 1.93 -0.63
H -0.50 0.99 -2.25
H -1.31 -1.45 1.81
H -1.83 -0.27 -0.69
H -0.62 1.02 1.53
H -0.40 -1.79 0.34
H 0.71 -0.08 1.89
H 1.58 -1.25 -1.53
```


# 5
Computed, not measured: C5H8O2 in the gas phase, with wB97M-V/def2-TZVPD.

The spin multiplicity is 1. The energy above the lowest of the compared OMol25 structures with the same formula, charge and spin is 228.6 kJ/mol. As for the SMILES: O=C1CC(CO)C1.

Geometry as XYZ:
```
15
C5H8O2 (wB97M-V/def2-TZVPD)
O -1.65 0.92 0.72
O 3.01 0.50 0.48
C 0.74 0.17 -1.12
C -1.49 -0.10 -0.25
C -0.09 -0.64 -0.12
C 0.81 -0.28 1.06
C 1.90 0.19 0.15
H 0.92 -0.28 -2.10
H 0.01 -1.71 -0.33
H 0.44 0.57 1.63
H 0.49 1.24 -1.15
H -2.58 1.13 0.82
H -2.29 -0.84 -0.17
H 1.10 -1.09 1.71
H -1.33 0.23 -1.33
```


# 6
Computed, not measured: C5H8O2 in the gas phase, with wB97M-V/def2-TZVPD.

The spin multiplicity is 1. The energy above the lowest of the compared OMol25 structures with the same formula, charge and spin is 552.2 kJ/mol.

Geometry as XYZ:
```
15
C5H8O2 (wB97M-V/def2-TZVPD)
O -1.37 1.14 -1.07
O 1.08 0.12 -1.46
C -0.98 -1.22 0.68
C 0.87 0.68 -0.18
C 1.63 -1.04 -1.02
C -0.49 1.26 0.00
C -0.16 0.05 0.82
H -0.53 2.22 0.48
H -0.43 -2.11 0.99
H -0.91 0.68 -1.78
H -1.88 -1.13 1.31
H -1.33 -1.37 -0.35
H 2.57 -0.69 -0.49
H 0.16 0.26 1.84
H 1.76 1.16 0.24
```


# 7
Computed, not measured: 2 unconnected molecules or ions with the total composition C5H8O2, with wB97M-V/def2-TZVPD.

The spin multiplicity is 1. The energy above the lowest of the compared OMol25 structures with the same formula, charge and spin is 258.4 kJ/mol. As for the SMILES: C#CC(=O)CC.O.

Geometry as XYZ:
```
15
C5H8O2 (wB97M-V/def2-TZVPD)
O -1.66 0.14 -1.29
O 2.76 -0.46 0.41
C -0.66 -0.61 0.75
C -1.70 -1.75 0.75
C -0.80 0.29 -0.43
C 1.19 2.13 -0.39
C 0.26 1.33 -0.51
H -0.81 0.04 1.67
H -2.65 -1.28 0.34
H 3.16 -1.35 0.44
H -1.86 -2.17 1.75
H 0.40 -0.95 0.76
H 1.96 2.86 -0.44
H -1.33 -2.58 0.08
H 2.59 -0.34 1.37
```


# 8
Computed, not measured: 2 unconnected molecules or ions with the total composition C5H8O2, with wB97M-V/def2-TZVPD.

The spin multiplicity is 1. The energy above the lowest of the compared OMol25 structures with the same formula, charge and spin is 465.8 kJ/mol.

Geometry as XYZ:
```
15
C5H8O2 (wB97M-V/def2-TZVPD)
O 3.59 0.15 0.01
O 0.32 0.31 1.12
C -2.24 0.14 0.23
C -1.16 -0.86 0.01
C 0.90 -0.03 -1.12
C 2.62 0.52 0.63
C 1.19 0.25 0.20
H -3.20 -0.36 0.03
H -2.17 0.97 -0.47
H 0.00 0.43 -1.53
H -0.85 -1.50 0.83
H 2.69 1.07 1.59
H -1.15 -1.34 -0.96
H 1.68 -0.28 -1.82
H -2.23 0.53 1.25
```


# 9
Computed, not measured: a molecular structure, C5H8O2, with wB97M-V/def2-TZVPD.

The spin multiplicity is 1. The energy above the lowest of the compared OMol25 structures with the same formula, charge and spin is 449.9 kJ/mol.

Geometry as XYZ:
```
15
C5H8O2 (wB97M-V/def2-TZVPD)
O 0.78 -1.07 -0.62
O -0.96 0.32 1.05
C -1.72 -0.01 -0.61
C 1.38 -0.11 -0.04
C 1.40 0.01 1.44
C -0.85 -0.72 -1.45
C 0.21 0.83 1.09
H 2.24 0.59 1.83
H -1.91 1.04 -0.82
H -2.55 -0.54 -0.16
H 1.90 0.65 -0.64
H 0.35 1.89 0.86
H -1.04 -1.77 -1.61
H 1.19 -0.91 1.98
H -0.40 -0.20 -2.29
```


# 10
Computed, not measured: a molecular structure, C5H8O2, with wB97M-V/def2-TZVPD.

The spin multiplicity is 1. The energy above the lowest of the compared OMol25 structures with the same formula, charge and spin is 177.7 kJ/mol.

Geometry as XYZ:
```
15
C5H8O2 (wB97M-V/def2-TZVPD)
O -0.98 1.92 0.18
O 1.42 -0.73 -0.36
C 0.62 0.12 1.76
C -0.37 1.04 -0.39
C -0.72 0.31 -1.65
C 0.30 -0.15 0.29
C -0.88 -0.86 -0.62
H -0.04 0.88 2.18
H -1.58 0.71 -2.18
H 0.69 -0.74 2.42
H 1.62 0.60 1.77
H -0.56 -1.84 -0.97
H 0.15 0.13 -2.29
H -1.91 -0.88 -0.25
H 2.22 -0.49 0.11
```


# 11
Computed, not measured: C5H8O2 in the gas phase, with wB97M-V/def2-TZVPD.

The spin multiplicity is 1. The energy above the lowest of the compared OMol25 structures with the same formula, charge and spin is 130.6 kJ/mol. As for the SMILES: O=C1CC(CO)C1.

Geometry as XYZ:
```
15
C5H8O2 (wB97M-V/def2-TZVPD)
O 1.91 0.81 -0.34
O -0.88 0.37 2.85
C 0.98 -0.05 -0.97
C -0.56 1.40 0.57
C -0.44 0.24 -0.46
C -0.97 -0.76 0.61
C -0.83 0.35 1.65
H 1.02 0.07 -2.06
H 0.33 2.01 0.72
H -0.39 -1.67 0.79
H -1.11 0.35 -1.31
H 1.23 -1.10 -0.75
H -1.43 2.04 0.41
H -2.02 -1.05 0.47
H 2.78 0.62 -0.71
```


# 12
Computed, not measured: C5H8O2 in the gas phase, with wB97M-V/def2-TZVPD.

The spin multiplicity is 1. The energy above the lowest of the compared OMol25 structures with the same formula, charge and spin is 281.8 kJ/mol. As for the SMILES: C/C(O)=C(\C)C=O.

Geometry as XYZ:
```
15
C5H8O2 (wB97M-V/def2-TZVPD)
O -0.30 -2.07 -0.01
O 2.96 -0.04 -1.13
C -1.82 -0.32 0.48
C 0.77 0.27 -0.21
C 0.66 1.69 0.03
C 1.88 -0.43 -0.67
C -0.43 -0.76 0.15
H 1.57 1.99 0.67
H -1.10 -2.43 0.43
H 1.72 -1.52 -0.92
H 0.86 2.27 -0.86
H -1.78 0.81 0.42
H -2.61 -0.56 -0.30
H -2.11 -0.88 1.40
H -0.27 1.98 0.54
```


# 13
Computed, not measured: 2 unconnected molecules or ions with the total composition C5H8O2, with wB97M-V/def2-TZVPD.

The spin multiplicity is 1. The energy above the lowest of the compared OMol25 structures with the same formula, charge and spin is 574.8 kJ/mol. As for the SMILES: C[C@@]12C=C1CO2.O.

Geometry as XYZ:
```
15
C5H8O2 (wB97M-V/def2-TZVPD)
O 0.40 1.64 -0.51
O -1.49 -1.44 1.06
C 1.88 -0.04 0.60
C -0.68 -0.07 -0.33
C 0.72 0.21 -0.31
C -1.01 1.38 -0.22
C 0.02 -0.71 -1.27
H 1.79 0.56 1.50
H -2.35 -1.49 0.61
H -0.14 -0.75 -2.34
H -0.90 -1.93 0.46
H 1.92 -1.10 0.86
H -1.26 1.76 0.78
H 2.81 0.22 0.09
H -1.70 1.78 -0.97
```


# 14
Computed, not measured: a molecular structure, C5H8O2, with wB97M-V/def2-TZVPD.

The spin multiplicity is 1. The energy above the lowest of the compared OMol25 structures with the same formula, charge and spin is 373.7 kJ/mol.

Geometry as XYZ:
```
15
C5H8O2 (wB97M-V/def2-TZVPD)
O 2.15 -0.63 -0.28
O -0.85 -0.50 -1.32
C 0.56 1.16 -0.53
C -1.28 0.08 0.64
C 1.01 -0.22 -0.18
C -0.35 -0.95 -0.02
C -0.92 0.81 -0.67
H 1.85 -1.47 1.04
H -2.31 -0.26 0.64
H -0.99 0.52 1.60
H 1.32 -1.38 1.66
H -0.38 -2.02 0.15
H -1.58 1.52 -1.17
H 0.81 1.89 0.24
H 1.06 1.41 -1.47
```


# 15
Computed, not measured: C5H8O2 in the gas phase, with wB97M-V/def2-TZVPD.

The spin multiplicity is 1. The energy above the lowest of the compared OMol25 structures with the same formula, charge and spin is 259.0 kJ/mol. As for the SMILES: C[C@@]1(O)C[C@H]2O[C@H]21.

Geometry as XYZ:
```
15
C5H8O2 (wB97M-V/def2-TZVPD)
O -1.45 0.38 1.11
O 1.83 0.35 -0.44
C 0.25 -1.26 0.34
C 0.92 0.79 0.57
C -0.95 0.48 -1.23
C -0.42 0.14 0.18
C 1.55 -0.53 0.66
H -2.00 0.74 0.42
H -0.17 -1.80 1.19
H -1.68 -0.26 -1.60
H 1.12 1.72 1.08
H 2.39 -0.86 1.26
H -0.08 0.46 -1.86
H 0.24 -1.88 -0.56
H -1.42 1.48 -1.33
```


# 16
Computed, not measured: C5H8O2 in the gas phase, with wB97M-V/def2-TZVPD.

The spin multiplicity is 1. The energy above the lowest of the compared OMol25 structures with the same formula, charge and spin is 489.7 kJ/mol.

Geometry as XYZ:
```
15
C5H8O2 (wB97M-V/def2-TZVPD)
O 1.59 -1.08 0.03
O -1.69 -0.37 -0.21
C 0.79 1.18 -0.59
C -0.68 -0.40 1.99
C -0.23 -0.69 -1.60
C 0.52 -0.23 -0.39
C -0.68 -0.32 0.51
H 0.94 1.82 0.27
H -1.56 0.08 2.44
H 0.58 1.65 -1.54
H -0.60 -1.71 -1.63
H 2.39 -0.56 -0.16
H 0.24 0.01 2.40
H -0.11 -0.19 -2.56
H -0.71 -1.47 2.24
```